Entry 1:
Density functional theory data (ωB97M-V/def2-TZVPD) for a cluster of 2 separate species, CO5S2 in total at a distorted geometry.

Last column: natural (NBO) charge in e.
CARTESIAN COORDINATES (ANGSTROEM)
C (-1.867537, 0.817382, 0.017938)  0.729
O (-1.453048, 1.775529, 0.678833)  -0.728
O (-1.126572, -1.660587, -1.092531)  -1.020
O (-2.856582, 0.467638, -0.600524)  -0.693
O (4.936018, 0.038941, -0.309904)  -0.868
O (-0.739615, -1.263386, 1.338511)  -1.030
S (3.524799, 0.643376, 0.032820)  0.325
S (-0.417465, -0.818896, -0.065145)  1.285

Atoms 1-2, force components in eV/Å:
0.4275 0.8437 -0.0919
-0.4544 -0.9616 -0.5961

Its frontier orbital gap (spin up / spin down) is 0.1181 / 0.1151 hartree. The value obtained for the energy above the lowest of the compared OMol25 structures with the same formula, charge and spin is 85.1 kcal per mole. Its total energy is -32941.976 eV. The charge is -2.

---

Entry 2:
Density functional theory data (ωB97M-V/def2-TZVPD) for a structure of composition Ca2IZn at a distorted geometry.

Last column: Löwdin spin population.
CARTESIAN COORDINATES (ANGSTROEM)
Ca (16.400300, 10.100940, -23.044030)  0.023
Ca (13.100550, 13.077760, -23.279530)  0.024
Zn (15.435710, 10.574410, -27.200950)  0.705
I (13.966710, 10.595760, -24.692020)  0.248

Atoms 1-2, force components in eV/Å:
1.1315 -1.0027 0.6414
-1.2208 1.2041 0.2148

Its frontier orbital gap (spin up / spin down) is 0.2466 / 0.3341 hartree. Its total energy is -93348.556 eV. As for the spin multiplicity: 2. The charge is +4.

---

Entry 3:
Density functional theory data (ωB97M-V/def2-TZVPD) for a structure of composition Ca4O8P2 at a distorted geometry.

Last column: Löwdin spin population.
CARTESIAN COORDINATES (ANGSTROEM)
Ca (-1.128579, 1.003639, -1.114873)  0.078
Ca (1.145921, 1.710229, 1.699427)  0.010
Ca (1.035011, -1.569881, 0.250107)  0.045
Ca (-3.292259, -1.906631, 0.914557)  0.657
P (-0.999789, -0.135051, 1.584637)  0.021
O (0.435131, -0.377011, 2.023077)  0.006
O (-0.998119, 1.310099, 1.058607)  0.009
O (-2.162969, -0.752831, 2.343397)  0.073
O (-1.210099, -0.865371, 0.222357)  0.096
P (1.473381, 0.310429, -1.758663)  0.001
O (1.078101, 0.695819, -0.349433)  0.001
O (0.282031, 0.490479, -2.681793)  0.002
O (1.878741, -1.193921, -1.734843)  0.001
O (2.463491, 1.279999, -2.456563)  0.000

Atoms 1-2, force components in eV/Å:
-0.0772 0.0830 -1.9809
0.0761 -0.1232 -1.3478

Its frontier orbital gap (spin up / spin down) is 0.1391 / 0.1771 hartree. Its total energy is -108720.355 eV. As for the spin multiplicity: 2. The charge is +1.

---

Entry 4:
Density functional theory data (ωB97M-V/def2-TZVPD) for a structure of composition Cl11Hf2O44 at a distorted geometry.

Last column: Mulliken charge in e.
CARTESIAN COORDINATES (ANGSTROEM)
Hf (3.642684, 1.022193, 0.485456)  1.567
Hf (-2.419316, -0.739807, 0.032456)  0.753
Cl (0.750684, -4.782807, -0.691544)  1.619
O (1.098684, -4.650807, -2.204544)  -0.642
O (-0.157316, -3.738807, -0.315544)  -0.636
O (-0.077316, -6.122807, -0.538544)  -0.833
O (1.888684, -4.871807, 0.201456)  -0.550
Cl (1.303684, 1.365193, 2.948456)  1.586
O (0.219684, 0.926193, 2.026456)  -0.173
O (0.980684, 2.773193, 3.507456)  -0.588
O (1.568684, 0.329193, 4.062456)  -0.497
O (2.598684, 1.484193, 2.080456)  -0.795
Cl (-2.689316, 2.539193, 1.736456)  1.550
O (-4.048316, 3.004193, 1.192456)  -0.641
O (-1.752316, 3.362193, 1.004456)  -0.513
O (-2.609316, 2.791193, 3.258456)  -0.618
O (-2.479316, 1.083193, 1.343456)  -0.742
Cl (4.579684, -2.239807, -0.884544)  1.661
O (3.477684, -3.007807, -1.637544)  -0.481
O (4.094684, -0.885807, -0.599544)  -0.976
O (4.842684, -2.971807, 0.385456)  -0.536
O (5.808684, -2.226807, -1.768544)  -0.668
Cl (-1.553316, -2.445807, -3.004544)  1.868
O (-2.145316, -1.814807, -4.152544)  -0.649
O (-1.694316, -1.569807, -1.821544)  -1.187
O (-2.406316, -3.610807, -2.627544)  -0.688
O (-0.098316, -2.830807, -3.221544)  -0.495
Cl (1.897684, -2.588807, 2.766456)  1.568
O (0.778684, -3.372807, 2.133456)  -0.571
O (3.158684, -3.375807, 2.637456)  -0.653
O (1.990684, -1.296807, 1.983456)  -0.576
O (1.575684, -2.342807, 4.226456)  -0.651
Cl (0.714684, -0.313807, -1.006544)  0.537
O (-0.488316, -0.424807, -0.103544)  2.215
O (1.237684, -1.556807, -1.236544)  -0.006
O (0.311684, 0.411193, -2.348544)  -0.360
O (1.820684, 0.468193, -0.268544)  0.863
Cl (-3.535316, 1.870193, -1.538544)  1.604
O (-2.333316, 0.975193, -1.128544)  -0.029
O (-4.646316, 1.334193, -0.742544)  -0.686
O (-3.319316, 3.243193, -1.113544)  -0.460
O (-3.789316, 1.685193, -2.947544)  -0.530
Cl (-1.980316, -1.136807, 3.687456)  1.670
O (-0.763316, -1.263807, 4.503456)  -0.576
O (-2.396316, 0.237193, 3.968456)  -0.648
O (-1.648316, -1.264807, 2.217456)  -0.931
O (-2.984316, -2.013807, 4.177456)  -0.726
Cl (-1.189316, 4.091193, -3.947544)  1.566
O (-2.640316, 4.417193, -3.864544)  -0.645
O (-0.346316, 5.118193, -3.231544)  -0.681
O (-0.828316, 2.743193, -3.343544)  -0.545
O (-0.877316, 4.231193, -5.414544)  -0.721
Cl (1.541684, 3.578193, -0.199544)  1.633
O (0.463684, 2.563193, -0.334544)  -0.216
O (1.301684, 4.253193, 1.074456)  -0.623
O (2.831684, 2.940193, -0.208544)  -0.916
O (1.415684, 4.622193, -1.194544)  -0.601

Atoms 1-2, force components in eV/Å:
-6.7905 -1.7903 -0.8673
2.2639 3.5696 0.6298

Its frontier orbital gap is 0.1002 hartree. Its total energy is -230357.334 eV. The charge is -3.

---

Entry 5:
Density functional theory data (ωB97M-V/def2-TZVPD) for a structure of composition Cl2Cu2O8Pb at a distorted geometry.

Last column: natural (NBO) charge in e.
CARTESIAN COORDINATES (ANGSTROEM)
Cu (1.854363, -3.915506, -2.665606)  0.990
Cu (1.035065, -0.657436, -4.471502)  0.985
Pb (2.526041, -0.032654, 2.853244)  1.578
Cl (1.357476, -0.422119, -1.161093)  2.570
O (1.605746, 0.512662, -2.190105)  -0.851
O (-0.047972, -0.476404, -0.919969)  -0.743
O (1.845010, -1.643724, -1.798572)  -1.011
O (1.986986, -0.179390, 0.135013)  -0.917
Cl (-2.440681, 1.339953, 2.060832)  2.538
O (-3.432712, 1.093685, 1.067820)  -0.739
O (-1.230248, 0.714087, 1.533354)  -0.826
O (-2.322682, 2.755026, 2.180928)  -0.787
O (-2.736392, 0.911820, 3.375655)  -0.787

Atoms 1-2, force components in eV/Å:
-0.0329 0.6622 0.6586
0.0897 0.7265 0.7944

Its frontier orbital gap is 0.1126 hartree. Its total energy is -135910.585 eV. The charge is +2.

---

Entry 6:
Density functional theory data (ωB97M-V/def2-TZVPD) for a structure of composition Cl2F2Mg.

Last column: natural (NBO) charge in e.
CARTESIAN COORDINATES (ANGSTROEM)
Mg (7.809390, -12.359119, 19.645695)  1.805
F (9.651066, -12.048956, 19.298766)  -0.955
F (7.088206, -11.260423, 20.980903)  -0.956
Cl (6.699856, -12.136433, 17.667264)  -0.933
Cl (6.392662, -14.502568, 20.699932)  -0.960

Atoms 1-2, force components in eV/Å:
-0.1545 0.1943 0.9481
-0.3053 -0.3775 0.2188

Its frontier orbital gap is 0.2961 hartree. The value obtained for the energy above the lowest of the compared OMol25 structures with the same formula, charge and spin is 0.7 kcal per mole. Its total energy is -35931.681 eV. The charge is -2.